# 1
{
  "formula": "C2F3MgNO4S2Sr",
  "method": "the ωB97M-V functional and the def2-TZVPD basis",
  "total_charge": 1,
  "relative_energy_kcal_mol": 0.0,
  "homo_energy_ev": [-12.42, -12.46],
  "multiplicity": 2,
  "lumo_ha": [-0.184, -0.188],
  "s_squared": 0.75,
  "elements": ["O", "C", "O", "Sr", "Mg", "N", "S", "S", "O", "O", "C", "F", "F", "F"],
  "positions_angstrom": [[1.61493, -2.48006, -1.62440], [0.99382, -2.67580, -0.58555], [0.41021, -3.62158, -0.04803], [-0.47953, -2.57183, 1.55960], [0.18872, -0.89137, -2.04879], [-0.66869, -0.28828, 0.90023], [-1.76116, -0.88540, -0.39558], [0.36346, 0.81881, 0.46502], [0.84099, 0.65194, -0.95744], [1.39304, 1.03068, 1.46832], [-0.56433, 2.44158, 0.33606], [-1.37755, 2.42389, -0.70460], [-1.26184, 2.62437, 1.44121], [0.30793, 3.42306, 0.19394]],
  "atomic_forces_ev_per_a": [[-0.8, 0.5, -0.5], [0.3, -0.4, -0.1], [1.7, -1.7, -2.1], [-1.6, 1.3, 2.8], [0.2, 0.4, 1.3], [0.3, 0.5, -0.9], [0.6, 0.0, -0.3], [0.8, 0.5, 0.7], [-0.3, -0.4, 0.4], [-1.3, -0.5, -1.3], [0.4, -0.1, 0.2], [-0.2, -0.1, -0.3], [-0.1, -0.1, 0.1], [0.1, 0.0, 0.0]],
  "lowdin_charge": [0.03, -0.58, -0.26, 1.62, 0.95, -0.85, 0.41, 0.58, -0.43, -0.26, -0.70, 0.15, 0.17, 0.17]
}

# 2
{
  "formula": "C18H51N3O6",
  "method": "the ωB97M-V functional and the def2-TZVPD basis",
  "total_charge": 0,
  "relative_energy_kcal_mol": 74.3,
  "homo_energy_ev": -9.17,
  "smiles": "COC[C@H](C)N.COC[C@H](C)N.COC[C@H](C)N.CCO.CCO.CCO",
  "multiplicity": 1,
  "lumo_ha": 0.003,
  "elements": ["C", "O", "C", "C", "C", "N", "H", "H", "H", "H", "H", "H", "H", "H", "H", "H", "H", "C", "O", "C", "C", "C", "N", "H", "H", "H", "H", "H", "H", "H", "H", "H", "H", "H", "C", "O", "C", "C", "C", "N", "H", "H", "H", "H", "H", "H", "H", "H", "H", "H", "H", "C", "C", "O", "H", "H", "H", "H", "H", "H", "C", "C", "O", "H", "H", "H", "H", "H", "H", "C", "C", "O", "H", "H", "H", "H", "H", "H"],
  "positions_angstrom": [[2.28343, -1.03185, -5.60040], [3.63974, -0.73256, -5.46287], [4.48927, -1.73205, -4.75176], [4.29342, -1.58193, -3.19642], [4.57869, -0.26205, -2.60627], [5.16088, -2.56138, -2.47439], [2.10458, -0.88643, -6.66574], [1.71558, -0.23619, -5.11814], [1.96954, -2.00436, -5.22120], [4.51737, -2.74810, -5.14539], [5.49997, -1.39710, -4.98495], [3.27021, -1.88758, -2.97798], [4.15875, -0.22212, -1.60120], [3.96990, 0.53635, -3.03056], [5.64009, -0.03649, -2.70950], [6.12330, -2.54784, -2.78045], [4.90804, -3.50375, -2.73534], [-2.01019, 3.92088, 1.66752], [-2.44474, 4.19764, 2.98844], [-3.05310, 3.18125, 3.85251], [-4.55813, 2.90162, 3.46301], [-5.40908, 4.19109, 3.68319], [-5.20160, 1.82232, 4.20399], [-2.91678, 3.79841, 1.07491], [-1.56135, 2.92884, 1.61735], [-1.51172, 4.72106, 1.12040], [-2.53045, 2.22844, 3.76825], [-3.07960, 3.62162, 4.84924], [-4.46522, 2.66677, 2.40267], [-4.98516, 5.04354, 3.15242], [-5.22678, 4.45374, 4.72524], [-6.49629, 4.16193, 3.61080], [-6.02774, 1.55726, 3.68695], [-4.65659, 0.97214, 4.18836], [1.66479, -1.94489, -0.28407], [1.30943, -0.59611, -0.82813], [0.14366, -0.53839, -1.69634], [0.10638, 0.88973, -2.30248], [-0.27299, 1.84600, -1.28135], [-0.89728, 0.95211, -3.35876], [0.85816, -2.23637, 0.38861], [2.56887, -1.92429, 0.32447], [1.91487, -2.72277, -1.00550], [0.40284, -1.20709, -2.51717], [-0.79106, -0.92940, -1.29446], [1.05618, 1.05544, -2.81094], [-1.22298, 1.67882, -0.77374], [-0.30149, 2.82363, -1.76251], [0.60597, 1.84287, -0.63674], [-1.65205, 0.32809, -3.11174], [-1.31392, 1.86547, -3.46960], [-1.39177, -5.18936, -2.10352], [-1.54195, -4.96246, -0.52664], [-2.81630, -5.34032, -0.25031], [-2.19400, -4.93556, -2.79643], [-1.06409, -6.22351, -2.20955], [-0.53895, -4.65499, -2.52214], [-1.34771, -3.94453, -0.18873], [-0.83460, -5.59370, 0.01122], [-3.12725, -4.82979, 0.50087], [-0.79058, 0.15064, 2.65830], [-2.17658, -0.45998, 2.36662], [-2.99121, -0.82056, 3.52111], [-0.83442, 0.79137, 3.53900], [-0.52562, 0.68538, 1.74618], [0.00106, -0.58879, 2.77939], [-2.15404, -1.27400, 1.64207], [-2.65263, 0.38382, 1.86714], [-3.76317, -1.28290, 3.18655], [2.75405, 0.60060, 2.64498], [2.44752, 2.19650, 2.72196], [2.74683, 2.46897, 4.02764], [3.81447, 0.34847, 2.65146], [2.32199, 0.18041, 1.73676], [2.23117, 0.17709, 3.50249], [1.39003, 2.45320, 2.65931], [3.05425, 2.86930, 2.11588], [3.61584, 2.07855, 4.14594]],
  "atomic_forces_ev_per_a": [[-0.3, 0.9, -0.5], [2.2, -1.9, 1.1], [-0.2, 2.8, 0.5], [0.5, -2.5, -1.1], [-0.9, 1.4, -0.1], [-0.5, -0.4, -0.2], [-0.6, -0.6, -0.1], [-0.3, -0.1, 0.4], [0.1, -0.1, -0.1], [-1.1, -0.2, 0.1], [0.1, 0.3, 0.1], [-0.2, 0.1, 0.1], [0.8, -0.4, 0.4], [0.3, 0.1, -0.8], [-0.1, 0.2, 0.4], [0.3, 0.7, -0.1], [-0.5, -0.3, 0.1], [-2.3, -1.5, 0.0], [0.2, 0.5, 1.2], [-1.3, 0.5, -1.4], [0.1, 1.3, -0.5], [1.3, 0.0, 0.7], [0.3, -0.2, 0.1], [-0.3, -0.1, -0.4], [0.8, 0.2, -0.1], [0.6, 0.1, 1.0], [0.3, 0.0, 0.3], [0.6, -0.2, 0.0], [-0.4, 0.0, -0.4], [-0.2, -0.1, -0.4], [-0.1, 0.0, 0.3], [0.1, -0.5, -0.5], [-0.4, 0.2, 0.1], [0.6, -0.1, 0.1], [-0.7, 1.4, -0.1], [0.1, -1.5, 0.7], [2.4, -0.5, -1.2], [-1.4, -1.9, -0.9], [1.6, 1.9, 1.1], [-0.4, -1.3, -0.9], [-0.1, -0.3, -0.2], [0.0, 0.9, 0.0], [-0.6, 0.2, -0.6], [-0.3, -0.3, -0.4], [-0.2, 0.4, 0.7], [0.3, 0.3, 0.6], [0.1, -0.3, 0.0], [-0.1, 0.3, 0.3], [-0.4, 0.4, 1.0], [-0.3, -0.1, -0.2], [0.2, 0.2, 0.2], [1.8, 0.1, 1.1], [1.3, 0.3, -2.6], [-2.4, -0.4, 1.1], [-0.5, -0.1, 0.8], [-0.6, -0.2, -0.3], [0.3, 0.3, 0.3], [0.1, 0.3, -0.4], [0.4, -0.2, -0.2], [-0.2, -0.2, 0.1], [-0.4, -1.3, 0.0], [-0.4, 1.0, 0.2], [1.2, 0.3, -0.5], [0.1, 0.1, -0.2], [0.1, 0.4, 0.2], [-0.1, -0.1, 0.3], [0.3, -0.2, 0.1], [-0.7, -0.1, -0.2], [0.0, -0.1, 0.0], [-1.3, 1.8, -1.4], [0.2, -2.3, -0.2], [0.8, 1.0, 2.5], [0.1, 0.3, 0.2], [0.1, -0.2, -0.1], [0.2, 0.0, 0.0], [-0.1, -0.3, -0.7], [-0.1, -0.4, -0.8], [0.1, 0.2, 0.6]],
  "lowdin_charge": [-0.13, -0.20, -0.13, -0.44, -0.07, 0.03, 0.08, 0.07, 0.09, 0.11, 0.11, 0.11, 0.07, 0.08, 0.09, 0.06, 0.06, -0.11, -0.20, -0.12, -0.43, -0.06, 0.04, 0.07, 0.06, 0.09, 0.09, 0.13, 0.11, 0.07, 0.07, 0.07, 0.07, 0.04, -0.06, -0.22, -0.17, -0.46, -0.09, 0.03, 0.07, 0.08, 0.07, 0.11, 0.12, 0.13, 0.09, 0.09, 0.08, 0.06, 0.07, -0.06, -0.33, -0.07, 0.07, 0.06, 0.05, 0.09, 0.10, 0.09, -0.08, -0.28, -0.09, 0.08, 0.06, 0.06, 0.10, 0.09, 0.07, -0.05, -0.30, -0.10, 0.07, 0.03, 0.07, 0.10, 0.10, 0.08]
}

# 3
{
  "formula": "C17H19N3OS",
  "method": "the ωB97M-V functional and the def2-TZVPD basis",
  "total_charge": 0,
  "relative_energy_kcal_mol": 34.7,
  "homo_energy_ev": -8.33,
  "smiles": "O=C(CSc1ccc(-c2ccccc2)nn1)N1CCCCC1",
  "multiplicity": 1,
  "lumo_ha": 0.014,
  "elements": ["O", "C", "C", "S", "C", "C", "C", "C", "C", "C", "C", "C", "C", "C", "N", "N", "N", "C", "C", "C", "C", "C", "H", "H", "H", "H", "H", "H", "H", "H", "H", "H", "H", "H", "H", "H", "H", "H", "H", "H", "H"],
  "positions_angstrom": [[-1.25460, 1.99807, -2.31980], [-0.20717, 1.45342, -2.61168], [0.13172, 0.08705, -2.03391], [1.54215, 0.18113, -0.87761], [0.81944, -0.37056, 0.61881], [1.56297, -0.28887, 1.80675], [0.95823, -0.75049, 2.94736], [-0.34411, -1.27938, 2.83588], [-1.08636, -1.81564, 3.97957], [-2.48070, -1.82872, 3.94084], [-3.20494, -2.32794, 5.00537], [-2.55011, -2.82614, 6.12057], [-1.16579, -2.82909, 6.16183], [-0.43560, -2.32750, 5.10046], [-0.97011, -1.30131, 1.66588], [-0.40802, -0.85869, 0.58840], [0.69725, 2.01845, -3.43760], [1.93190, 1.43872, -3.91038], [1.83182, 1.14927, -5.41026], [1.50227, 2.43587, -6.16309], [0.22720, 3.05509, -5.59567], [0.37522, 3.27227, -4.09050], [0.37551, -0.63861, -2.80925], [-0.71173, -0.26344, -1.43700], [2.55582, 0.13368, 1.80129], [1.45418, -0.68864, 3.90376], [-2.97526, -1.43990, 3.06473], [-4.28426, -2.32970, 4.96752], [-3.11617, -3.21611, 6.95359], [-0.65176, -3.22732, 7.02457], [0.64349, -2.35869, 5.13774], [2.17651, 0.53356, -3.35811], [2.73640, 2.16320, -3.73385], [2.77473, 0.72963, -5.76339], [1.04343, 0.41331, -5.58243], [1.37825, 2.22707, -7.22700], [2.32956, 3.14118, -6.05307], [0.01683, 4.00838, -6.08169], [-0.61731, 2.38698, -5.77558], [-0.55354, 3.64394, -3.65560], [1.17954, 3.98932, -3.89130]],
  "atomic_forces_ev_per_a": [[-0.3, 0.0, 0.1], [0.0, -0.3, 0.4], [0.2, 0.0, 0.2], [0.1, 0.1, -0.3], [0.0, -0.1, 0.3], [-0.3, -0.1, -0.1], [-0.2, -0.1, -0.3], [0.7, 0.3, -0.3], [-0.3, -0.2, 0.4], [0.1, 0.0, 0.0], [0.0, 0.0, 0.0], [0.0, 0.0, 0.1], [0.0, 0.0, 0.1], [0.0, 0.1, -0.2], [-0.7, -0.5, 1.0], [0.5, 0.3, -0.8], [0.2, 0.3, -0.2], [0.1, -0.4, -0.2], [0.2, 0.2, 0.1], [-0.3, -0.2, 0.0], [0.3, 0.1, 0.1], [-0.4, 0.2, -0.1], [-0.1, 0.0, 0.0], [0.1, 0.1, -0.2], [0.1, 0.0, 0.1], [0.0, 0.0, 0.1], [-0.1, 0.0, -0.1], [-0.1, 0.0, 0.0], [0.0, 0.0, 0.1], [0.0, 0.0, 0.1], [0.1, 0.0, 0.0], [0.0, 0.0, 0.0], [0.0, -0.1, 0.0], [0.0, -0.1, 0.0], [0.0, -0.1, 0.0], [0.1, 0.0, 0.0], [0.1, 0.0, 0.0], [-0.1, 0.0, 0.0], [-0.1, 0.0, 0.0], [0.2, 0.0, 0.0], [0.0, 0.0, 0.0]],
  "lowdin_charge": [0.06, -0.52, -0.34, 0.98, -0.59, -0.07, 0.01, -0.22, -0.18, -0.03, -0.08, -0.09, -0.09, -0.04, 0.08, 0.01, -0.07, -0.17, -0.17, -0.21, -0.17, -0.14, 0.08, 0.07, 0.11, 0.11, 0.11, 0.10, 0.10, 0.10, 0.10, 0.08, 0.13, 0.11, 0.12, 0.11, 0.11, 0.11, 0.12, 0.12, 0.13]
}